13
Properties=species:S:1:pos:R:3 method="wB97M-V/def2-TZVPD" e_lumo_ev=0.356 homo_energy_ev=-9.91 de_lowest_kcal_mol=77.9
B -1.297 -1.578 -0.910
C 0.448 1.178 0.889
C 1.305 -0.054 0.578
C 0.287 0.432 -0.373
N -0.965 -0.294 -0.612
H -2.453 -1.714 -1.161
H -0.344 -2.198 -0.679
H -0.193 0.959 1.751
H 0.967 2.165 0.826
H 2.440 0.206 0.266
H 1.187 -1.039 0.960
H 0.506 1.060 -1.178
H -1.885 0.876 -0.358

14
Properties=species:S:1:pos:R:3 method="wB97M-V/def2-TZVPD" e_lumo_ev=0.840 homo_energy_ev=-9.09 de_lowest_kcal_mol=81.7
C 0.037 -1.252 -2.285
C 0.024 -0.322 -1.091
N 0.175 0.939 -1.309
O 0.137 1.617 -0.145
C -0.041 0.784 0.858
C -0.033 1.238 2.300
C -0.025 -0.576 0.292
F -0.311 -1.762 0.848
H -0.135 -0.595 -3.291
H 1.087 -1.736 -2.252
H -0.635 -2.118 -2.081
H 0.245 0.246 2.844
H 0.586 2.141 2.566
H -1.111 1.397 2.746

13
Properties=species:S:1:pos:R:3 method="wB97M-V/def2-TZVPD" e_lumo_ev=0.711 homo_energy_ev=-9.36 de_lowest_kcal_mol=51.3
N -0.678 0.017 1.381
C 0.316 -0.336 0.410
C 1.452 0.688 0.600
O 1.807 1.514 -0.201
C -0.110 -0.263 -1.107
O -1.413 -0.773 -1.265
H -1.358 -0.696 1.590
H -1.232 0.781 0.996
H 0.887 -1.245 0.617
H 1.862 0.765 1.626
H -0.026 0.782 -1.303
H 0.513 -0.996 -1.561
H -2.021 -0.239 -1.783

20
Properties=species:S:1:pos:R:3 method="wB97M-V/def2-TZVPD" e_lumo_ev="-11.864 / -11.852" homo_energy_ev="-16.34 / -16.34" de_lowest_kcal_mol=111.8 charge=+2
C -1.397 -0.662 -0.160
C 4.548 0.691 -0.279
C -3.773 -0.372 0.018
C 3.756 0.012 0.536
N -0.177 -0.155 -0.108
N -2.442 0.153 0.003
N -2.291 1.442 0.136
N 0.862 -0.869 -0.244
H -1.596 -1.722 -0.306
H 4.761 1.747 -0.147
H 5.055 0.249 -1.129
H 1.776 -0.410 -0.154
H -3.782 -1.426 0.300
H -4.401 0.186 0.715
H -4.236 -0.291 -0.973
H 3.764 -1.073 0.542
H 3.199 0.494 1.328
H -1.353 1.830 0.126
H -3.097 2.050 0.246
H 0.824 -1.875 -0.451

54
Properties=species:S:1:pos:R:3 method="wB97M-V/def2-TZVPD" e_lumo_ev="-8.175 / -8.174" homo_energy_ev="-14.56 / -14.56" charge=+2
C -6.097 0.764 -2.874
C -7.129 -0.027 -2.060
C -6.488 2.247 -2.902
C -6.039 0.218 -4.306
Cl -4.485 0.594 -2.107
H -7.473 2.370 -3.366
H -5.763 2.830 -3.483
H -6.537 2.657 -1.886
H -8.122 0.068 -2.515
H -7.187 0.349 -1.033
H -6.868 -1.092 -2.033
H -7.020 0.317 -4.787
H -5.765 -0.843 -4.308
H -5.309 0.773 -4.906
C 0.415 0.528 2.342
C 0.084 1.707 1.589
C -1.256 1.555 1.098
H 0.682 2.611 1.512
C -1.735 0.277 1.489
C -0.715 -0.367 2.270
H -0.831 -1.295 2.821
H 1.278 0.390 2.989
H -1.834 2.317 0.572
H -2.747 -0.095 1.336
C 1.423 -0.679 -1.731
C 2.172 0.272 -0.951
C 1.450 1.514 -0.974
H 3.183 0.124 -0.564
C 0.290 1.334 -1.792
C 0.264 -0.008 -2.245
H -0.465 -0.436 -2.942
H 1.723 -1.700 -1.973
H 1.812 2.468 -0.588
H -0.407 2.123 -2.090
Ti 0.319 -0.132 0.206
C 3.509 -2.516 3.743
N 4.003 -2.661 2.377
C 3.286 -2.464 1.213
Se 1.389 -2.319 1.018
N 4.188 -2.674 0.200
C 5.390 -3.192 0.704
C 6.584 -3.561 0.087
C 7.659 -3.913 0.925
C 7.523 -3.912 2.328
C 6.312 -3.562 2.937
C 5.266 -3.197 2.083
H 3.561 -3.497 4.240
H 2.462 -2.154 3.708
H 4.138 -1.797 4.305
H 3.975 -2.571 -0.796
H 6.663 -3.536 -1.001
H 8.635 -4.173 0.496
H 8.390 -4.164 2.957
H 6.166 -3.534 4.020

13
Properties=species:S:1:pos:R:3 method="wB97M-V/def2-TZVPD" e_lumo_ev=-0.220 homo_energy_ev=-10.21 de_lowest_kcal_mol=20.6
C 1.952 -0.111 0.084
C 0.557 0.466 -0.196
Cl 0.256 1.975 0.819
C -0.606 -0.334 0.100
N -0.738 -1.199 0.967
F -1.773 -2.052 1.139
N -1.887 0.331 -1.019
F -2.912 -0.562 -0.935
F -2.376 1.399 -0.276
H 2.573 0.610 0.361
H 2.253 -0.714 -0.788
H 2.059 -0.756 0.854
H 0.642 0.947 -1.111

21
Properties=species:S:1:pos:R:3 method="wB97M-V/def2-TZVPD" e_lumo_ev="-11.413 / -11.414" homo_energy_ev="-17.45 / -17.45" de_lowest_kcal_mol=0.0 charge=+2
C 3.038 -1.804 0.348
C 2.110 -1.279 1.243
C 2.893 -1.470 -0.997
C 1.137 -0.232 -0.453
C -3.010 2.673 1.295
C -1.176 2.279 0.369
C -2.123 1.262 -0.096
C -0.129 0.998 -1.023
N 1.142 -0.475 0.807
N 1.913 -0.660 -1.382
N -1.775 3.101 1.220
N -3.274 1.547 0.518
N -1.457 0.507 -0.954
O -0.030 2.104 -0.219
H 3.839 -2.446 0.683
H 2.124 -1.483 2.308
H 3.551 -1.831 -1.778
H -3.764 3.158 1.892
H 0.273 1.161 -2.030
H -4.178 1.088 0.447
H -1.790 -0.279 -1.508

48
Properties=species:S:1:pos:R:3 method="wB97M-V/def2-TZVPD" e_lumo_ev=-0.427 homo_energy_ev=-8.21 de_lowest_kcal_mol=51.4
C -0.795 1.196 -3.823
N -1.620 1.796 -2.768
C -1.901 1.030 -1.550
C -0.661 0.964 -0.672
N -0.174 2.147 -0.284
C 0.916 2.225 0.497
C 1.497 3.558 0.740
C 1.776 4.423 -0.322
C 2.401 5.641 -0.086
F 2.657 6.477 -1.138
C 2.833 5.995 1.207
C 2.483 5.180 2.291
C 1.797 3.989 2.061
C 1.370 3.177 3.262
C 1.551 1.051 0.894
C 1.004 -0.195 0.574
C 1.574 -1.408 1.032
N 0.962 -2.621 0.821
C -0.194 -2.683 0.124
N -0.588 -4.007 0.083
C -1.603 -4.612 -0.613
O -2.252 -4.048 -1.492
C -1.724 -6.121 -0.573
C -3.101 -6.669 -0.189
C -1.934 -6.875 0.768
C -0.779 -1.519 -0.375
C -0.176 -0.266 -0.172
H -1.313 0.310 -4.274
H -0.653 1.907 -4.600
H 0.194 0.919 -3.439
H -1.308 2.719 -2.494
H -2.664 1.577 -0.980
H -2.285 0.053 -1.820
H 1.506 4.166 -1.356
H 3.381 6.944 1.387
H 2.759 5.485 3.298
H 0.427 2.686 3.123
H 2.147 2.402 3.455
H 1.287 3.801 4.154
H 2.451 1.153 1.442
H 2.449 -1.427 1.621
H 0.017 -4.637 0.583
H -1.185 -6.636 -1.365
H -3.874 -5.974 0.098
H -3.506 -7.539 -0.781
H -1.562 -7.878 0.889
H -1.891 -6.233 1.655
H -1.699 -1.625 -0.889

18
Properties=species:S:1:pos:R:3 method="wB97M-V/def2-TZVPD" e_lumo_ev=0.569 homo_energy_ev=-9.35 de_lowest_kcal_mol=33.7
C 1.990 -1.514 -1.642
N 1.836 -1.620 -0.200
C 1.794 -0.354 0.529
C 0.682 0.546 0.040
N -0.652 0.029 0.298
C -1.826 0.699 0.445
O -2.873 0.185 0.705
O -1.731 2.046 0.178
H 1.181 -0.911 -2.061
H 1.919 -2.537 -2.000
H 2.875 -1.011 -2.019
H 2.463 -2.238 0.284
H 1.682 -0.549 1.594
H 2.733 0.215 0.438
H 0.833 1.496 0.580
H 0.739 0.844 -1.008
H -0.677 -0.970 0.239
H -0.836 2.367 0.330

no.,energy (a.u.),M (g mol⁻¹)
1,-198.57817,68.9
2,-423.88926,115.1
3,-323.69916,89.1
4,-377.82157,116.2
5,-4674.59844,481.8
6,-985.71981,160.5
7,-657.32706,189.2
8,-1206.93828,364.4
9,-418.40721,118.1